No. 1
{"formula": "C32H28BeF4N7S", "method": "the ωB97M-V functional and the def2-TZVPD basis", "charge": 1, "species": ["Be", "C", "N", "C", "C", "C", "N", "C", "C", "F", "C", "F", "C", "C", "F", "C", "F", "H", "H", "H", "H", "H", "H", "H", "H", "H", "H", "H", "N", "C", "C", "C", "C", "C", "C", "N", "C", "C", "C", "C", "N", "C", "C", "H", "H", "H", "H", "H", "H", "H", "H", "H", "S", "C", "C", "C", "N", "C", "C", "C", "C", "C", "N", "C", "C", "H", "H", "H", "H", "H", "H", "H", "H"], "coordinates": [[-0.431800, -0.330500, 1.065300], [-2.629800, -1.020600, -0.455800], [-2.252500, -0.228200, 0.717000], [-3.172700, -0.574000, 1.798500], [-2.368500, 1.203800, 0.402100], [-1.126500, 1.645500, -0.354800], [0.012800, 1.037000, 0.305400], [1.166500, 1.721500, 0.498100], [2.337400, 0.972900, 0.737500], [2.223800, -0.386300, 0.763400], [3.575400, 1.537600, 0.954300], [4.632600, 0.743200, 1.182000], [3.743600, 2.910000, 0.936000], [2.613700, 3.682200, 0.734800], [2.716500, 5.015900, 0.761900], [1.361700, 3.119100, 0.538800], [0.309300, 3.968900, 0.446000], [-3.661700, -0.813800, -0.755800], [-2.542400, -2.081200, -0.229500], [-1.976000, -0.788200, -1.289400], [-4.217100, -0.436200, 1.493800], [-2.978500, 0.050800, 2.667100], [-3.032900, -1.613800, 2.082500], [-2.410500, 1.748700, 1.343100], [-3.282400, 1.428500, -0.154200], [-1.080400, 2.732300, -0.388400], [-1.167900, 1.281200, -1.390000], [4.714200, 3.350900, 1.076300], [1.177600, -0.692500, 7.752500], [0.738300, -0.391000, 9.010900], [0.880500, -1.014400, 10.243600], [0.196600, -0.458200, 11.303200], [-0.594400, 0.692800, 11.159600], [-0.739000, 1.320900, 9.947200], [-0.082000, 0.759500, 8.850100], [-0.131200, 1.104600, 7.542800], [0.617700, 0.233800, 6.901500], [0.622600, 0.165100, 5.470100], [-0.144800, 1.098300, 4.753900], [-0.421200, 0.863400, 3.433100], [0.027900, -0.204100, 2.756900], [0.899300, -0.994900, 3.391700], [1.220800, -0.858200, 4.723400], [1.786800, -1.452300, 7.501300], [1.487700, -1.899500, 10.358200], [0.261900, -0.928100, 12.272300], [-1.094200, 1.089800, 12.030400], [-1.344800, 2.201500, 9.819600], [-0.548700, 1.949300, 5.279600], [-1.046900, 1.549000, 2.888400], [1.331200, -1.796800, 2.813800], [1.912600, -1.553600, 5.169000], [0.508200, -6.175600, -1.066500], [0.315600, -4.519700, -0.439400], [-0.205600, -4.287500, 0.829400], [-0.362400, -2.984000, 1.251700], [-0.036600, -1.934800, 0.499500], [0.472900, -2.154600, -0.709800], [0.663200, -3.423800, -1.221700], [2.120800, -6.511000, -0.333400], [2.318800, -6.588500, 1.033600], [3.606400, -6.862300, 1.477800], [4.630600, -7.050100, 0.669400], [4.426100, -6.989700, -0.630700], [3.184700, -6.720700, -1.193200], [-0.505900, -5.103500, 1.466200], [-0.765700, -2.765800, 2.228300], [0.746600, -1.272200, -1.264700], [1.070400, -3.568200, -2.209000], [1.514200, -6.458300, 1.739100], [3.824500, -6.932700, 2.534200], [5.292900, -7.149200, -1.256500], [3.049600, -6.681000, -2.261600]], "forces_ev_per_a": [[0.11, 0.06, 0.01], [-0.02, -0.24, -0.36], [0.06, 0.01, 0.21], [-0.20, -0.06, 0.41], [0.16, 0.71, -0.27], [-0.04, 0.03, -0.39], [-0.69, -0.31, 0.10], [0.87, 0.27, 0.09], [0.05, 0.05, 0.11], [0.13, 0.22, -0.08], [-0.03, 0.14, 0.02], [-0.18, 0.00, -0.07], [-0.22, -0.06, -0.05], [0.10, -0.18, 0.03], [-0.07, -0.14, -0.04], [-0.03, -0.07, 0.04], [0.17, -0.13, 0.00], [0.04, 0.06, 0.09], [-0.02, -0.02, -0.01], [0.07, 0.01, -0.12], [0.12, 0.02, -0.01], [-0.01, 0.00, 0.04], [-0.02, -0.13, 0.01], [-0.07, 0.03, 0.07], [-0.09, -0.13, 0.02], [-0.14, -0.15, -0.07], [-0.15, 0.18, -0.06], [0.11, 0.11, 0.06], [0.09, 0.04, -0.45], [-0.65, 0.64, 0.25], [0.12, -0.09, 0.08], [0.13, -0.14, -0.08], [-0.03, 0.16, 0.05], [0.07, -0.14, -0.03], [0.51, -0.76, 0.56], [0.16, 0.12, -0.91], [-0.20, 0.25, 1.12], [-0.13, -0.17, -1.19], [0.18, -0.28, 0.29], [-0.05, 0.21, 0.18], [0.10, -0.07, 0.01], [0.00, -0.24, 0.01], [-0.14, 0.38, 0.24], [-0.04, 0.04, 0.03], [0.04, -0.08, 0.09], [0.04, -0.02, 0.10], [-0.05, 0.02, 0.05], [-0.12, 0.13, 0.02], [-0.12, 0.02, -0.05], [-0.05, 0.11, -0.15], [0.08, -0.03, -0.06], [0.04, -0.15, 0.03], [0.21, -0.03, 0.25], [-0.02, 0.02, -0.04], [-0.05, 0.11, -0.10], [-0.09, -0.42, 0.10], [0.03, 0.08, 0.20], [0.22, 0.03, -0.28], [-0.13, -0.09, 0.21], [-0.33, 0.06, -0.37], [0.20, -0.08, 0.04], [-0.43, 0.15, 0.20], [0.62, -0.14, 0.22], [-0.13, 0.05, -0.42], [0.07, -0.06, 0.13], [-0.03, -0.08, 0.04], [-0.12, 0.00, 0.12], [0.02, 0.14, -0.13], [0.06, 0.05, -0.09], [-0.10, 0.00, 0.05], [-0.08, 0.00, 0.14], [0.04, -0.03, -0.12], [0.02, 0.04, -0.12]]}

***

No. 2
{"formula": "C2H2FNO2", "method": "the ωB97M-V functional and the def2-TZVPD basis", "smiles": "C=NOC(=O)F", "charge": 0, "species": ["C", "N", "O", "C", "O", "F", "H", "H"], "coordinates": [[-1.691579, 0.166382, 0.059606], [-0.489621, 0.494149, -0.077569], [0.438687, -0.565133, -0.202098], [1.713146, -0.254058, -0.043996], [2.586822, -1.037894, -0.021992], [1.895216, 1.025697, 0.312249], [-2.363090, 1.009483, -0.019913], [-2.089580, -0.838623, -0.006288]], "forces_ev_per_a": [[-0.08, -0.62, -1.07], [1.04, 1.22, 0.03], [-1.59, -0.76, -0.23], [0.34, 0.93, 1.65], [0.31, -0.37, -0.64], [-0.04, -0.21, -0.49], [-0.11, 0.05, 0.46], [0.13, -0.25, 0.30]]}

***

No. 3
{"formula": "C4H8NO2", "method": "the ωB97M-V functional and the def2-TZVPD basis", "smiles": "CC([NH3+])(C=O)C=O", "charge": 1, "species": ["C", "C", "N", "C", "O", "C", "O", "H", "H", "H", "H", "H", "H", "H", "H"], "coordinates": [[-1.567331, 0.201166, -0.194906], [-0.029152, 0.126745, 0.154503], [0.681737, -0.193748, -1.113937], [0.237413, -1.459911, 1.066189], [1.075678, -2.074707, 0.588880], [0.716479, 1.392528, 0.677233], [1.527501, 1.938672, -0.038058], [-1.977381, -0.827531, -0.114617], [-1.497424, 0.423391, -1.234125], [-2.142222, 0.949203, 0.432640], [1.489782, -0.781440, -0.807883], [1.259739, 0.826977, -1.317860], [0.101000, -0.734459, -1.809043], [-0.386127, -1.480130, 2.016974], [0.510311, 1.693242, 1.694011]], "forces_ev_per_a": [[0.99, -0.05, 1.71], [-0.61, -1.81, 0.41], [2.06, 1.56, 0.26], [-2.28, 5.81, 1.03], [1.99, -2.89, -0.65], [-0.39, -1.17, -0.71], [-0.42, -0.42, 0.18], [-0.08, 0.74, 0.17], [-1.00, 0.78, -0.75], [0.63, -0.98, -1.00], [-0.60, -0.20, -0.61], [-1.79, -2.23, -0.03], [1.02, 1.20, 0.59], [0.60, -0.77, -1.02], [-0.11, 0.43, 0.40]]}

***

No. 4
{"formula": "C7H28O7", "method": "the ωB97M-V functional and the def2-TZVPD basis", "charge": 0, "species": ["C", "O", "H", "H", "H", "H", "C", "O", "H", "H", "H", "H", "C", "O", "H", "H", "H", "H", "C", "O", "H", "H", "H", "H", "C", "O", "H", "H", "H", "H", "C", "O", "H", "H", "H", "H", "C", "O", "H", "H", "H", "H"], "coordinates": [[0.934281, 3.403702, -0.528848], [1.465427, 3.996725, -1.710436], [1.741399, 2.994380, 0.078700], [0.533877, 4.228397, 0.060777], [0.222522, 2.588982, -0.661998], [2.151177, 3.408385, -2.034775], [-0.087195, 0.951362, -2.571078], [-1.078261, 0.290504, -1.873281], [0.720722, 1.310142, -1.933393], [0.362355, 0.205485, -3.226582], [-0.377094, 1.693112, -3.315303], [-0.749279, -0.062033, -1.043173], [0.000185, 1.851396, 2.943466], [0.417975, 2.369639, 1.703477], [-1.079671, 1.797790, 3.081745], [0.310289, 0.808411, 3.007659], [0.383489, 2.373732, 3.820027], [1.353407, 2.162042, 1.644523], [-0.869222, 0.567389, 0.620325], [-0.315087, -0.544902, -0.161735], [-0.290647, 1.401586, 0.223521], [-1.921832, 0.713459, 0.377887], [-0.698040, 0.332857, 1.670942], [0.506243, -0.850587, 0.230148], [-1.539580, -1.980397, 1.298289], [-2.861113, -2.316503, 1.521890], [-1.281297, -1.133209, 1.933621], [-0.891811, -2.825174, 1.532485], [-1.542753, -1.664498, 0.255079], [-3.291412, -2.708887, 0.758681], [-0.578699, -2.524296, -1.723047], [0.569353, -3.302751, -1.940077], [-0.865018, -2.078429, -2.675579], [-1.275165, -3.232053, -1.273483], [-0.446259, -1.705007, -1.016421], [1.257970, -2.723086, -2.273824], [1.441522, -1.816292, 0.217274], [1.109529, -0.914716, 1.288615], [1.813716, -2.772076, 0.586120], [0.616349, -1.983706, -0.474940], [2.282886, -1.382364, -0.323021], [1.844762, -0.928511, 1.905744]], "forces_ev_per_a": [[0.71, 0.92, 0.15], [-0.18, -0.46, 0.04], [0.34, 0.05, -0.22], [-0.34, -0.27, -0.12], [-0.07, 0.81, -0.52], [-0.02, 0.04, -0.24], [0.49, -1.52, -0.86], [-3.68, 3.63, -5.74], [0.09, 0.26, 0.01], [0.74, -0.31, -0.37], [-0.56, 0.55, 0.62], [0.27, 0.31, -2.16], [0.09, -0.57, 1.05], [0.34, 1.10, 1.92], [-0.08, 0.49, -0.57], [0.25, -0.11, 0.44], [0.25, 0.29, -0.12], [0.07, 0.15, -0.03], [0.73, -0.21, -0.83], [-1.45, 4.00, 5.06], [-1.00, -0.51, 0.74], [0.04, -0.36, 0.08], [-0.26, 0.55, -1.01], [-2.93, 3.34, -1.15], [-1.14, -0.55, -0.70], [-2.29, -0.66, 1.64], [-0.29, -0.77, 0.07], [0.42, -0.08, -0.23], [0.22, -0.90, 1.31], [0.38, 0.08, -0.05], [-0.67, -0.86, -1.23], [1.26, -0.79, -0.19], [-0.72, -0.14, 0.15], [-0.49, 0.19, -0.44], [-0.97, -1.50, -1.88], [0.11, -0.10, -0.27], [5.21, -3.83, 0.28], [3.34, -1.22, 4.13], [-0.32, -0.04, 0.21], [1.84, -1.08, 1.23], [0.04, 0.10, -0.31], [0.24, -0.02, 0.10]]}

***

| no. | calculated total energy (Eh) |
| --- | --- |
| 1 | -2431.845918 |
| 2 | -382.449278 |
| 3 | -362.110205 |
| 4 | -809.671041 |